(1)
This record from the Open Molecules 2025 dataset describes one molecule with the formula C5H8N2 at a distorted geometry. The level of theory is ωB97M-V with the def2-TZVPD basis set.

Properties
- E_tot (Eh) = -304.736203
- gap between HOMO and LUMO (eV) = 10.9
- highest occupied orbital energy (eV) = -10.2
- ΔE to the lowest compared entry with this formula, charge and spin (kJ/mol) = 260.7
- E_LUMO (eV) = 0.76

Last column: Löwdin charge in e.
Element x y z (Å)
C -2.6063 -0.6700 -0.3153  -0.13
N -1.4577 0.1649 -0.0387  -0.01
C -0.3180 -0.3667 0.0489  -0.14
C 0.9586 0.4857 0.3164  -0.29
C 2.2783 -0.2555 -0.0238  -0.06
C 0.7039 1.8792 0.0488  -0.30
N 0.3546 2.9748 0.1462  0.15
H -3.1102 -0.2788 -1.2013  0.08
H -3.3067 -0.5844 0.5208  0.08
H -2.3626 -1.7314 -0.4741  0.07
H -0.1619 -1.4522 -0.1251  0.12
H 1.1977 1.1266 1.3149  0.19
H 3.0045 0.4947 -0.2783  0.07
H 2.2595 -1.0104 -0.8222  0.08
H 2.5663 -0.7764 0.8829  0.07

Forces on atoms 1 to 2 (eV/Å):
C 0.012 -0.055 -0.066
N 0.539 -0.181 0.191


(2)
This record from the Open Molecules 2025 dataset describes C51H50BCl2IN6O4Ti as an isolated structure at a distorted geometry. The level of theory is ωB97M-V with the def2-TZVPD basis set.

Properties
- charge = -2
- E_tot (Eh) = -4695.579663
- gap between HOMO and LUMO (spin up / spin down) (eV) = 2.9 / 5.2
- highest occupied orbital energy (spin up / spin down) (eV) = 0.3 / -2.1
- ΔE to the lowest compared entry with this formula, charge and spin (kJ/mol) = 0.0
- ⟨S²⟩ = 2.019
- 2S+1 = 3
- E_LUMO (spin up / spin down) (eV) = 3.16 / 3.16

Last column: Löwdin charge in e.
Element x y z (Å)
Ti 0.5837 0.7016 1.1940  0.98
Cl 6.6563 4.2707 1.2603  0.58
C 5.2797 3.3299 1.7946  -0.69
C 4.3241 2.9608 0.8537  -0.08
C 3.1982 2.2468 1.2310  -0.26
N 2.2058 1.8246 0.3292  0.02
C 2.0860 2.6339 -0.7629  -0.47
O 1.8775 2.2495 -1.9085  0.02
C 2.1670 4.1609 -0.6024  -0.24
C 2.4731 4.9179 -1.7240  -0.02
C 2.4469 6.2994 -1.6295  -0.08
C 2.1090 6.8777 -0.4185  -0.08
C 1.8128 6.0340 0.6461  -0.13
N 1.8358 4.7104 0.5602  0.15
C 3.0756 1.7847 2.5606  -0.21
C 4.0391 2.1604 3.4975  -0.03
C 5.1258 2.9390 3.1107  -0.69
Cl 6.3069 3.3817 4.3243  0.59
N 2.0020 0.9407 2.7323  0.01
C 1.7251 0.3225 3.9334  -0.46
O 2.2725 0.5528 5.0242  -0.01
C 0.6865 -0.6903 3.7651  -0.22
C 0.1313 -1.3651 4.8468  -0.05
C -0.8511 -2.3132 4.6525  -0.12
C -1.2604 -2.5707 3.2995  -0.12
C -0.6810 -1.8732 2.2829  -0.19
N 0.2848 -0.9314 2.4455  -0.05
H 4.4739 3.2428 -0.1816  0.11
H 2.7173 4.4089 -2.6465  0.12
H 2.6786 6.9152 -2.4907  0.10
H 2.0709 7.9529 -0.2961  0.09
H 1.5420 6.4420 1.6155  0.10
H 3.9321 1.8341 4.5192  0.09
H 0.4997 -1.1018 5.8309  0.10
H -1.2952 -2.8462 5.4839  0.07
H -2.0371 -3.2936 3.0770  0.08
H -0.9796 -2.0369 1.2526  0.09
I -7.6737 -0.6834 3.5746  0.78
C -5.7069 -0.0476 3.2015  -0.73
C -5.0256 -0.5749 2.1188  -0.15
C -3.7389 -0.1201 1.8544  -0.01
C -3.1505 0.8348 2.6664  -0.10
C -3.8443 1.3361 3.7541  -0.01
C -5.1369 0.9069 4.0279  -0.16
C -1.7501 1.3185 2.3963  -0.55
O -1.1516 1.9872 3.2199  0.09
O -1.2623 0.9939 1.2299  -0.18
H -5.4850 -1.3191 1.4820  0.09
H -3.1824 -0.4962 1.0050  0.11
H -3.3558 2.0663 4.3874  0.12
H -5.6862 1.3067 4.8695  0.08
C -0.8329 -4.7306 0.2857  -0.06
C -0.2420 -3.9690 -0.9093  -0.36
C -0.5212 -4.7244 -2.2140  -0.06
C 1.2545 -3.7721 -0.7930  -0.12
C 1.9917 -4.9118 -0.4941  -0.06
C 3.3689 -4.8788 -0.4483  -0.09
C 4.0000 -3.6873 -0.7276  -0.06
C 3.3060 -2.5130 -1.0325  -0.11
C 4.2392 -1.3375 -1.2764  -0.37
C 3.7806 -0.3073 -2.3002  -0.06
C 4.5971 -0.7292 0.0799  -0.04
C 1.8932 -2.5357 -1.0418  -0.08
N 1.0588 -1.4352 -1.4787  0.01
B 0.1966 -0.4400 -0.7540  -0.28
N -0.8195 -0.1121 -1.8528  0.04
C -0.4196 -0.7541 -3.0367  -0.12
C 0.6601 -1.5143 -2.8220  -0.11
C -2.1983 0.2975 -1.7385  -0.10
C -3.2544 -0.6572 -1.7104  -0.12
C -4.5448 -0.2542 -1.3694  -0.08
C -4.8549 1.0673 -1.1023  -0.09
C -3.8698 2.0046 -1.3126  -0.05
C -2.5679 1.6508 -1.6723  -0.12
C -1.6995 2.8267 -2.0871  -0.35
C -0.7471 2.5058 -3.2397  -0.06
C -1.0179 3.4794 -0.8966  -0.04
C -3.1101 -2.0987 -2.1888  -0.36
C -3.4092 -2.1551 -3.6929  -0.06
C -4.0427 -3.0820 -1.4712  -0.08
H -1.9180 -4.6008 0.3193  0.07
H -0.4232 -4.3688 1.2270  0.07
H -0.6324 -5.8036 0.2121  0.07
H -0.7102 -2.9862 -0.9526  0.09
H -0.0024 -5.6873 -2.2030  0.07
H -0.1674 -4.1567 -3.0765  0.07
H -1.5843 -4.9225 -2.3417  0.06
H 1.4715 -5.8443 -0.3088  0.10
H 3.9410 -5.7694 -0.2142  0.09
H 5.0837 -3.6419 -0.7117  0.11
H 5.1590 -1.7855 -1.6668  0.12
H 2.9160 0.2565 -1.9649  0.05
H 3.5300 -0.7872 -3.2521  0.07
H 4.5937 0.4035 -2.4810  0.08
H 3.7033 -0.3798 0.5860  0.07
H 5.2819 0.1130 -0.0347  0.08
H 5.0692 -1.4770 0.7221  0.08
H -0.9055 -0.5583 -3.9809  0.10
H 1.2214 -2.0873 -3.5458  0.12
H -5.3329 -0.9900 -1.3114  0.09
H -5.8462 1.3545 -0.7724  0.10
H -4.1000 3.0608 -1.2106  0.11
H -2.4127 3.5648 -2.4656  0.12
H 0.1163 1.9307 -2.9051  0.05
H -0.3814 3.4382 -3.6824  0.08
H -1.2706 1.9435 -4.0176  0.07
H -0.3539 2.7755 -0.4068  0.05
H -1.7573 3.7973 -0.1577  0.09
H -0.4461 4.3532 -1.2135  0.08
H -2.0841 -2.4293 -2.0431  0.09
H -4.4399 -1.8395 -3.8789  0.08
H -3.2790 -3.1724 -4.0746  0.08
H -2.7534 -1.4920 -4.2565  0.06
H -5.0856 -2.9327 -1.7557  0.07
H -3.9678 -2.9874 -0.3861  0.08
H -3.7933 -4.1061 -1.7467  0.07

Forces on atoms 1 to 2 (eV/Å):
Ti 1.450 -1.028 0.136
Cl -0.035 -0.033 0.023


(3)
This record from the Open Molecules 2025 dataset describes C17H16N4O4SV as an isolated structure. The level of theory is ωB97M-V with the def2-TZVPD basis set.

Properties
- E_tot (Eh) = -2519.673317
- gap between HOMO and LUMO (spin up / spin down) (eV) = 8.3 / 7.5
- highest occupied orbital energy (spin up / spin down) (eV) = -8.0 / -7.3
- ⟨S²⟩ = 0.797
- 2S+1 = 2
- E_LUMO (spin up / spin down) (eV) = 0.33 / 0.19

Last column: Löwdin charge in e.
Element x y z (Å)
V -0.5321 1.9617 0.5982  0.80
C -2.2919 3.3825 0.2249  -0.10
C -1.5025 3.9876 1.1847  -0.11
C -0.1029 4.0696 1.0001  -0.16
C 0.4230 3.8513 -0.3111  -0.11
C -0.3832 3.3170 -1.2950  -0.10
C -1.7069 2.9119 -0.9885  -0.14
H -3.3339 3.1807 0.4281  0.13
H -1.9318 4.2513 2.1411  0.13
H 0.5296 4.4585 1.7834  0.12
H 1.4695 4.0334 -0.5107  0.13
H 0.0388 3.0468 -2.2535  0.13
H -2.2820 2.3604 -1.7146  0.11
N -0.8373 -5.8868 -0.4177  0.09
C -0.6225 -4.5629 -0.7777  -0.32
C 0.5215 -4.1982 -1.4901  -0.03
C 0.7090 -2.8889 -1.8923  -0.06
C -0.2502 -1.9331 -1.5958  -0.30
C -1.3929 -2.2801 -0.8840  -0.05
C -1.5777 -3.5854 -0.4772  -0.03
S -0.0207 -0.2657 -2.0905  0.62
O 1.0969 -0.2109 -2.9907  -0.29
O -1.2935 0.2553 -2.5160  -0.30
N 0.3235 0.5455 -0.7230  -0.14
C 1.4338 0.3511 0.0082  -0.43
N 1.3954 1.2203 1.0516  0.04
C 2.3753 1.1882 1.9427  -0.09
C 3.4252 0.3036 1.8010  -0.05
C 3.3737 -0.5494 0.7002  -0.11
N 2.3985 -0.5514 -0.1951  0.16
H -0.0152 -6.4645 -0.3596  0.09
H -1.4732 -6.0337 0.3486  0.09
H 1.2638 -4.9504 -1.7300  0.11
H 1.5972 -2.5942 -2.4339  0.11
H -2.1248 -1.5196 -0.6444  0.11
H -2.4704 -3.8612 0.0718  0.11
H 2.2957 1.8761 2.7763  0.13
H 4.2338 0.2633 2.5140  0.10
H 4.1609 -1.2801 0.5433  0.11
O -1.9535 0.4738 1.0963  -0.08
C -1.7476 0.6787 2.3205  -0.46
O -0.9383 1.5684 2.6840  -0.08
H -2.2800 0.0795 3.0722  0.14

Forces on atoms 1 to 2 (eV/Å):
V -0.174 0.243 0.111
C -0.003 -0.033 -0.046


(4)
This record from the Open Molecules 2025 dataset describes C17H40LuNO2P2 as an isolated structure at a distorted geometry. The level of theory is ωB97M-V with the def2-TZVPD basis set.

Properties
- charge = +2
- E_tot (Eh) = -2794.683035
- gap between HOMO and LUMO (spin up / spin down) (eV) = 8.2 / 8.2
- highest occupied orbital energy (spin up / spin down) (eV) = -14.5 / -14.5
- E_LUMO (spin up / spin down) (eV) = -6.24 / -6.24

Last column: Löwdin charge in e.
Element x y z (Å)
Lu -0.8856 -0.0126 -0.0361  1.21
P 0.0622 -2.5045 -0.3578  0.96
P 0.0521 2.5211 -0.1007  0.96
N -0.0109 0.0979 -2.0207  -0.33
C 0.1281 -2.4353 -2.1993  -0.29
H 0.8789 -3.1762 -2.5210  0.10
H -0.8522 -2.7208 -2.6118  0.09
C 0.5378 -1.0518 -2.7474  -0.31
H 1.6480 -0.9767 -2.7809  0.12
H 0.2229 -0.9926 -3.8112  0.13
C 0.5306 1.3192 -2.6273  -0.31
H 0.2156 1.3664 -3.6914  0.13
H 1.6405 1.2530 -2.6677  0.12
C 0.1169 2.6368 -1.9400  -0.29
H -0.8645 2.9589 -2.3202  0.09
H 0.8628 3.4091 -2.1900  0.10
C 1.5125 3.4552 0.4927  -0.54
C 1.8277 3.0739 1.9465  -0.10
H 2.7644 3.5596 2.2520  0.10
H 1.9702 1.9918 2.0581  0.05
H 1.0390 3.4086 2.6340  0.07
C -1.5410 3.3737 0.3947  -0.55
C -1.7101 3.4937 1.9153  -0.10
H -2.7105 3.9026 2.1168  0.10
H -0.9678 4.1741 2.3622  0.08
H -1.6650 2.5252 2.4381  0.06
C -1.5367 -3.3890 0.0456  -0.55
C -1.7061 -3.6655 1.5461  -0.10
H -2.7072 -4.0918 1.7053  0.10
H -1.6593 -2.7569 2.1676  0.06
H -0.9637 -4.3895 1.9182  0.08
C 1.5162 -3.4886 0.1378  -0.54
C 1.8290 -3.2588 1.6220  -0.10
H 2.7644 -3.7744 1.8750  0.10
H 1.0403 -3.6621 2.2705  0.07
H 1.9722 -2.1951 1.8458  0.05
C 1.4331 -0.0295 0.2363  -0.22
O 2.5893 -0.0169 0.0787  0.12
C -1.7917 4.7109 -0.2927  -0.09
H -1.0913 5.4860 0.0447  0.07
H -1.7462 4.6499 -1.3855  0.08
H -2.8076 5.0249 -0.0139  0.10
C -1.7894 -4.6502 -0.7738  -0.09
H -2.8053 -4.9917 -0.5288  0.10
H -1.7427 -4.4794 -1.8551  0.08
H -1.0876 -5.4545 -0.5160  0.07
C 1.4554 -4.9750 -0.2100  -0.09
H 2.4453 -5.4029 0.0044  0.10
H 0.7246 -5.5159 0.4034  0.08
H 1.2426 -5.1566 -1.2696  0.08
C 1.4559 4.9711 0.2992  -0.09
H 0.7266 5.4493 0.9653  0.08
H 2.4473 5.3735 0.5553  0.10
H 1.2436 5.2593 -0.7372  0.08
H 2.3284 3.0777 -0.1489  0.12
H 2.3312 -3.0471 -0.4616  0.12
H -2.3175 2.6702 0.0271  0.09
H -2.3099 -2.6485 -0.2488  0.08
H -2.6417 -0.0662 -1.3858  0.08
H -3.0642 -0.1424 -0.7149  0.08
O -0.7999 -0.1249 2.3920  -0.14
H -0.5821 0.6217 2.9879  0.09
H -0.5672 -0.9241 2.9030  0.09

Forces on atoms 1 to 2 (eV/Å):
Lu 1.418 0.161 -0.157
P -0.769 -0.650 -0.355